Entry 1:
# C38H50F2N9O4

A cluster of 5 separate species, C38H50F2N9O4 in total in a non-equilibrium geometry (ωB97M-V/def2-TZVPD, the Open Molecules 2025 dataset).

Computed properties:
LUMO energy   -2.6 eV
Strongest force on any atom   4.59 eV Å⁻¹
Kohn-Sham gap   8.532 eV
Charge   +1

Last column: Löwdin charge in e.
Atoms and positions in Å:
F1 -3.3524 3.3127 -1.8235  0.136
F2 -1.8900 -0.6267 -3.7325  0.111
O1 -4.8550 2.1508 -2.9089  0.223
O2 -3.8992 -2.7056 -0.0886  -0.177
O3 -1.7617 1.5416 -4.1201  0.215
O4 -0.8649 2.5881 -0.7287  -0.007
N1 0.1571 -2.4530 0.9287  0.147
N2 -1.8899 -0.4817 0.9153  0.062
N3 -2.3662 -1.3999 5.9425  0.044
N4 2.6739 -1.0773 -4.1289  0.050
N5 -1.4147 1.4348 -0.3195  0.009
N6 -2.2036 -7.3864 0.6310  0.051
N7 -0.8177 1.3924 3.2560  0.024
N8 -3.0678 0.8826 -2.2916  0.138
N9 2.9572 8.5933 -1.7341  0.046
C1 4.0473 -2.3729 -5.6163  -0.068
C2 0.3888 -2.0878 3.4018  -0.031
C3 -0.8944 -1.1955 7.8326  -0.063
C4 -0.1786 -9.1384 1.4097  -0.078
C5 3.6844 8.3739 -2.8361  -0.162
C6 -1.1854 -7.6875 -0.1832  -0.153
C7 -1.1748 0.7052 0.8239  -0.063
C8 -1.6453 -0.1382 8.3226  -0.067
C9 -1.8707 -1.5171 1.9572  -0.031
C10 4.7998 9.8693 -0.8654  -0.073
C11 1.7153 -2.8566 -5.4299  -0.070
C12 -0.1564 -8.5521 0.1541  -0.073
C13 -2.2048 0.6872 -3.4334  -0.408
C14 -3.0760 -0.3779 6.4372  -0.159
C15 1.2408 5.0409 -1.5303  -0.077
C16 -2.2036 -7.9665 1.8372  -0.152
C17 3.5257 9.3321 -0.7737  -0.155
C18 2.5702 1.3720 -1.8644  -0.080
C19 -1.2214 -8.8417 2.2728  -0.073
C20 -4.4247 -5.1047 -0.2922  -0.068
C21 -0.3727 -2.0710 2.0332  -0.360
C22 2.2962 3.8741 -1.4469  -0.366
C23 -3.8058 2.1353 -2.3591  -0.401
C24 -1.2940 -1.7868 6.6457  -0.169
C25 5.5324 9.6260 -2.0161  -0.079
C26 3.8569 -1.3645 -4.6852  -0.148
C27 3.4231 4.1446 -0.3539  -0.067
C28 -3.7517 -1.4884 -0.7949  -0.136
C29 4.9674 8.8622 -3.0249  -0.074
C30 -0.1741 1.1639 1.9420  -0.143
C31 -2.6850 -0.5094 -0.2443  0.004
C32 -2.3934 0.6720 -1.0249  -0.086
C33 0.2015 2.2562 -1.7059  -0.097
C34 -4.7069 -3.6333 -0.8472  -0.234
C35 -2.7594 0.2831 7.6132  -0.065
C36 1.6512 2.4451 -1.0997  -0.287
C37 1.6307 -1.8241 -4.5101  -0.151
C38 2.9513 -3.1327 -5.9928  -0.074
H1 0.8372 -3.4291 -5.6992  0.103
H2 3.0939 3.7504 0.6493  0.078
H3 -0.2740 -2.6024 4.1446  0.066
H4 -1.8190 1.5707 3.1781  0.085
H5 0.0543 2.8739 -2.6373  0.136
H6 0.4967 4.9320 -2.3681  0.076
H7 0.6533 0.4091 2.1027  0.122
H8 -3.8167 -5.0432 0.6552  0.070
H9 0.6414 -8.7604 -0.5469  0.103
H10 4.3375 3.5663 -0.6653  0.077
H11 1.3505 -2.6548 3.2689  0.092
H12 1.8205 5.9909 -1.7489  0.065
H13 -4.7371 -0.9266 -0.8631  0.157
H14 -5.8075 -3.4111 -0.8031  0.125
H15 -5.3930 -5.6541 -0.1475  0.079
H16 1.1245 -2.7554 1.1351  0.067
H17 -0.7384 -2.6154 6.2205  0.088
H18 -3.3688 1.1051 7.9649  0.107
H19 -1.2718 -9.2796 3.2611  0.103
H20 5.5094 8.6509 -3.9374  0.102
H21 2.7956 3.7380 -2.4532  0.137
H22 0.1406 1.1809 -2.0445  0.128
H23 -1.3655 0.3521 9.2475  0.112
H24 5.2076 10.4622 -0.0571  0.103
H25 4.6851 -0.7450 -4.3570  0.104
H26 3.6188 5.2457 -0.2869  0.078
H27 0.6084 -9.8193 1.7121  0.108
H28 -3.0415 -7.7062 2.4757  0.103
H29 -0.6101 0.6528 3.9277  0.049
H30 3.0591 -3.9313 -6.7173  0.109
H31 -2.1163 -1.0421 2.9555  0.120
H32 -3.8464 -5.6398 -1.0906  0.066
H33 0.3269 2.1338 1.6448  0.117
H34 -4.4246 -3.6295 -1.9424  0.121
H35 -2.5785 -2.3668 1.8123  0.139
H36 1.6878 2.2128 0.0030  0.113
H37 2.4504 0.3318 -1.4659  0.076
H38 6.5330 10.0276 -2.1258  0.108
H39 -1.2096 -7.2015 -1.1534  0.101
H40 5.0276 -2.5585 -6.0353  0.105
H41 3.1985 7.7740 -3.5990  0.100
H42 -3.4770 -1.7168 -1.8740  0.133
H43 -3.9404 -0.0869 5.8492  0.102
H44 -0.0191 -1.5523 8.3593  0.107
H45 0.6838 -1.5682 -4.0452  0.087
H46 0.6545 -1.0519 3.7599  0.074
H47 0.7003 5.2326 -0.5575  0.094
H48 2.9151 9.4926 0.1086  0.102
H49 3.6554 1.6884 -1.8139  0.084
H50 2.2785 1.4119 -2.9503  0.078

***

Entry 2:
# C4H6NO

The ion C4H6NO with charge +1 in a non-equilibrium geometry (ωB97M-V/def2-TZVPD, the Open Molecules 2025 dataset).

Computed properties:
LUMO energy (alpha / beta)   -4.1 / -6.2 eV
⟨S²⟩   2.03
Spin multiplicity   3
Strongest force on any atom   5.75 eV Å⁻¹
Kohn-Sham gap (alpha / beta)   9.474 / 10.847 eV
Charge   +1

Last column: Mulliken spin population.
Atoms and positions in Å:
O1 1.5823 0.7041 -0.1474  0.110
N1 -0.5887 -0.3813 -0.0215  -0.066
C1 -1.1472 0.9543 0.1557  0.043
C2 2.0484 -0.6939 -0.0449  0.035
C3 -1.4932 -1.3997 -0.0259  1.585
C4 0.7388 -0.2119 -0.0713  0.205
H1 -0.5803 1.6876 0.7636  0.001
H2 -1.0389 1.2937 -0.9043  -0.006
H3 -2.2025 0.8399 0.2079  0.003
H4 2.5122 -0.7312 0.9133  0.001
H5 2.7241 -0.9412 -0.9144  0.001
H6 -2.5548 -1.1203 0.0891  0.087

***

Entry 3:
# C16H39F6N14O33S2Zn2

A structure of composition C16H39F6N14O33S2Zn2 in a non-equilibrium geometry (ωB97M-V/def2-TZVPD, the Open Molecules 2025 dataset).

Computed properties:
LUMO energy   -3.1 eV
Strongest force on any atom   3.22 eV Å⁻¹
Kohn-Sham gap   8.925 eV
Charge   +1

Last column: Löwdin charge in e.
Atoms and positions in Å:
Zn1 12.7030 10.3187 16.4810  0.779
Zn2 14.7189 11.4188 12.5442  0.735
S1 16.8198 12.7807 10.5605  0.629
S2 14.5137 11.5443 9.4262  0.679
F1 17.7945 10.4106 10.1564  0.088
F2 13.8911 14.0585 9.1877  0.189
F3 12.6539 12.9517 10.5984  0.094
F4 18.1220 11.8313 8.4598  0.183
F5 12.4217 12.7250 8.4498  0.170
F6 19.2834 12.0666 10.2757  0.155
O1 13.7966 11.0412 14.9439  -0.096
O2 14.4115 14.4990 11.9262  0.141
O3 12.2545 6.0755 11.5431  0.044
O4 14.0420 9.7931 18.0373  -0.042
O5 17.2833 11.5585 14.9637  0.108
O6 16.0688 9.6774 18.7419  0.143
O7 14.3428 6.2362 18.1580  0.046
O8 16.4871 10.6110 13.2111  -0.017
O9 8.7911 10.4982 11.6938  0.065
O10 15.8762 7.4951 12.6358  0.100
O11 8.0416 7.8791 9.7527  0.049
O12 9.3398 14.9811 14.3093  0.068
O13 16.6159 13.9694 9.7591  -0.243
O14 11.5914 5.5436 13.4565  0.052
O15 15.5534 8.0810 16.2779  0.076
O16 11.5859 9.8769 19.2817  0.120
O17 12.9693 13.8137 18.2522  0.097
O18 12.8418 11.5644 13.0072  -0.066
O19 14.5814 9.1162 12.1335  -0.010
O20 11.5915 11.1398 14.8346  -0.076
O21 15.0815 11.6311 8.0952  -0.238
O22 11.7308 12.0936 17.8318  0.001
O23 12.6289 6.7675 19.3686  0.072
O24 9.0884 12.0747 16.0868  0.066
O25 9.1588 7.5588 8.0011  0.085
O26 13.4133 8.2525 15.7715  0.006
O27 15.2188 13.2700 13.5458  -0.031
O28 8.6072 10.3708 17.2692  0.036
O29 13.7850 10.3666 9.7848  -0.283
O30 11.4582 14.7415 13.8177  0.058
O31 17.4399 12.8470 11.8536  -0.292
O32 11.1954 9.1606 17.2655  -0.009
O33 9.5121 8.6188 12.4476  0.021
N1 11.3598 5.7540 12.2809  -0.443
N2 15.2280 10.2539 18.1267  -0.340
N3 15.2286 8.1120 11.8418  -0.367
N4 14.5141 7.6801 15.7571  -0.353
N5 8.7741 10.9155 16.1917  -0.415
N6 11.8935 13.3100 18.0307  -0.348
N7 11.1055 9.0637 18.5175  -0.343
N8 8.1094 7.6579 8.5586  -0.459
N9 10.2857 14.4457 13.7327  -0.429
N10 15.5427 11.8263 10.7357  -0.321
N11 14.9331 14.3538 12.9705  -0.348
N12 13.7945 6.5386 19.2269  -0.387
N13 17.4022 10.8881 13.9616  -0.345
N14 9.6555 9.6543 11.8130  -0.392
C1 15.3726 15.5297 13.8292  0.102
C2 15.1717 7.7438 10.3613  0.084
C3 12.7475 11.2455 14.2209  -0.803
C4 14.4751 6.3356 15.0566  0.065
C5 10.0151 13.2819 12.9220  0.017
C6 10.0850 8.1616 18.9536  0.047
C7 15.5439 11.6273 17.6337  0.074
C8 18.8284 10.4555 13.6450  0.096
C9 11.0229 9.8764 11.1404  0.072
C10 8.5420 10.0917 14.9739  0.052
C11 13.3143 12.9215 9.4082  -0.698
C12 18.1253 11.6850 9.7582  -0.638
C13 14.7378 6.5709 20.4641  0.081
C14 9.9903 5.4749 11.7340  0.065
C15 6.8918 7.5505 7.7596  0.037
C16 10.6053 14.0850 18.1978  0.107
H1 19.3932 11.3498 13.5338  0.095
H2 6.7941 6.5335 7.3269  0.117
H3 11.5019 8.9720 10.7247  0.099
H4 8.1448 9.0800 15.3526  0.139
H5 9.5545 4.8868 12.5518  0.103
H6 15.3556 11.7271 16.5587  0.075
H7 9.4975 9.9482 14.4786  0.060
H8 10.3530 14.0769 19.2095  0.093
H9 14.8952 12.3461 18.1902  0.107
H10 16.4761 15.5416 13.8633  0.117
H11 9.1783 8.6464 18.7206  0.088
H12 16.5836 11.7566 17.8530  0.097
H13 10.3427 12.4756 13.5144  0.048
H14 14.5502 5.5855 20.9339  0.107
H15 15.7684 6.7535 20.1286  0.102
H16 9.5567 6.4551 11.4499  0.076
H17 10.8445 15.0382 17.7842  0.100
H18 14.3491 7.2565 21.1956  0.084
H19 18.7711 9.7548 12.7915  0.107
H20 15.7125 6.7863 10.2313  0.114
H21 13.6411 5.8609 15.5431  0.088
H22 6.0335 7.7305 8.3824  0.091
H23 9.8655 13.6361 17.5783  0.067
H24 8.9501 13.1445 12.7570  0.102
H25 14.0826 7.6717 10.1373  0.102
H26 10.1813 8.0866 19.9856  0.089
H27 14.8976 15.3656 14.7859  0.103
H28 10.9014 10.6235 10.3634  0.091
H29 15.4834 5.8681 15.1942  0.126
H30 10.1333 7.1391 18.5474  0.129
H31 19.2374 9.8199 14.4665  0.119
H32 7.8441 10.6776 14.4146  0.094
H33 14.1904 6.5537 14.0260  0.072
H34 15.5508 8.5664 9.7591  0.082
H35 15.1215 16.4169 13.2661  0.101
H36 6.8594 8.2375 6.9047  0.111
H37 10.1465 4.8407 10.8407  0.110
H38 11.6758 10.2717 11.9215  0.065
H39 10.5039 13.2897 11.9452  0.103

***

Entry 4:
# C18H21N7O2

The molecule C18H21N7O2 in a non-equilibrium geometry (ωB97M-V/def2-TZVPD, the Open Molecules 2025 dataset).

Computed properties:
LUMO energy   -0.3 eV
Strongest force on any atom   3.59 eV Å⁻¹
Kohn-Sham gap   8.067 eV
SMILES string   CCn1c(-c2nonc2N)nc2c(C#CC3CC3)ncc(OCCCN)c21

Last column: Löwdin charge in e.
Atoms and positions in Å:
O1 -3.7429 3.4539 -2.3434  -0.092
O2 2.6001 -0.4435 -1.3793  -0.067
N1 0.8623 -1.9775 1.4748  0.112
N2 5.9692 2.1871 -1.0691  -0.016
N3 -4.6209 2.8607 -1.3641  0.140
N4 -0.2005 0.8857 -1.3146  0.066
N5 -4.4708 1.2848 0.2302  0.136
N6 -1.7620 0.3334 0.1560  0.178
N7 -2.4471 2.8851 -2.2465  0.163
C1 -3.6652 -4.0767 4.2169  -0.106
C2 -3.8878 2.0044 -0.7650  -0.385
C3 -0.1012 0.6807 -3.7851  -0.055
C4 -4.6364 -3.2630 3.3601  -0.116
C5 0.3561 1.4815 -2.5647  -0.152
C6 -0.3903 -1.4657 1.3828  -0.207
C7 0.3637 -0.0756 -0.4961  -0.095
C8 -3.3839 -2.5920 3.9233  -0.287
C9 4.7148 0.2067 -0.3864  -0.176
C10 -2.5480 2.0336 -1.2676  -0.164
C11 5.5944 1.3592 0.1065  -0.269
C12 -1.4100 -1.8382 2.2903  0.040
C13 1.8225 -1.6098 0.6104  -0.055
C14 -1.5084 1.1332 -0.8553  -0.186
C15 3.4236 0.6759 -1.0435  -0.214
C16 -2.2879 -2.1690 3.0356  0.039
C17 1.6022 -0.7044 -0.4410  -0.179
C18 -0.6223 -0.4335 0.3943  -0.126
H1 2.7656 -2.1216 0.6395  0.111
H2 -3.9613 0.5673 0.7278  0.078
H3 6.5559 2.9586 -0.7733  0.062
H4 5.2592 -0.3527 -1.1540  0.119
H5 -4.0353 -4.2629 5.2348  0.098
H6 0.0717 2.5327 -2.6296  0.110
H7 1.4355 1.5097 -2.4730  0.094
H8 -5.4087 1.5976 0.4917  0.116
H9 -1.1780 0.7009 -3.9494  0.072
H10 6.4502 1.6187 -1.7566  0.066
H11 4.4314 -0.4628 0.4318  0.105
H12 0.1336 -0.3445 -3.6051  0.065
H13 0.4052 1.0368 -4.6932  0.085
H14 5.0777 1.9845 0.8176  0.104
H15 -3.5499 -1.9177 4.7713  0.132
H16 3.7032 1.1770 -1.9578  0.111
H17 -2.9815 -4.8218 3.7783  0.110
H18 6.5223 0.9291 0.5685  0.114
H19 -5.6143 -3.0404 3.7641  0.092
H20 -4.6172 -3.4587 2.2907  0.100
H21 2.9117 1.3532 -0.3837  0.129